# C30H68N12ReS

A molecular structure, C30H68N12ReS at a distorted geometry (the ωB97M-V functional and the def2-TZVPD basis, the Open Molecules 2025 dataset).

Calculated values
- Kohn-Sham gap (spin up / spin down): 0.171 / 0.187 hartree
- DFT total energy: -2315.96449 Ha
- HOMO energy (spin up / spin down): -0.676 / -0.676 Ha

ORCA input file:
```
! RIJCOSX wB97M-V def2-TZVPD def2/J DEFGRID3
* xyz 4 2
Re 0.081 -0.319 1.644
C -4.475 -4.027 1.316
N -3.819 -2.970 2.060
C -4.633 -2.510 3.176
C -2.882 -2.136 1.493
N -1.872 -1.634 2.150
C -1.741 -2.054 3.546
C -0.342 -1.799 4.078
N 0.088 -0.417 3.823
C -0.816 0.617 4.382
C -1.684 1.237 3.274
N -0.814 1.604 2.148
C -0.736 2.897 1.836
N -1.627 3.772 2.478
C -2.821 4.189 1.778
C -1.252 4.507 3.664
N 0.088 3.432 0.938
C 0.245 4.869 0.773
C 1.031 2.698 0.125
C 1.459 -0.235 4.337
C 2.155 0.787 3.439
N 2.064 0.270 2.070
C 3.238 -0.011 1.455
N 3.272 -1.037 0.575
C 2.613 -2.298 0.860
C 4.134 -1.057 -0.591
N 4.357 0.697 1.686
C 4.394 2.101 2.048
C 5.689 0.123 1.596
N -3.094 -1.746 0.171
C -3.132 -0.322 -0.052
C -2.885 -2.607 -0.961
H -5.114 -4.577 2.006
H -5.112 -3.642 0.516
H -3.745 -4.729 0.917
H -5.662 -2.392 2.824
H -4.641 -3.244 3.985
H -4.314 -1.545 3.558
H -2.448 -1.506 4.173
H -1.970 -3.122 3.650
H -0.320 -2.021 5.151
H 0.371 -2.470 3.583
H -1.449 0.211 5.176
H -0.207 1.412 4.819
H -2.434 0.531 2.908
H -2.209 2.100 3.678
H -3.050 3.484 0.981
H -3.658 4.215 2.478
H -2.727 5.191 1.348
H -0.435 4.007 4.178
H -0.945 5.533 3.439
H -2.109 4.573 4.337
H -0.507 5.442 1.298
H 1.226 5.174 1.143
H 0.196 5.128 -0.283
H 0.834 1.625 0.148
H 0.978 3.074 -0.895
H 2.045 2.881 0.482
H 1.465 0.077 5.386
H 2.001 -1.181 4.264
H 1.661 1.763 3.507
H 3.188 0.885 3.771
H 3.240 -2.923 1.502
H 1.639 -2.147 1.354
H 2.438 -2.827 -0.073
H 4.570 -0.078 -0.759
H 4.926 -1.804 -0.510
H 3.517 -1.309 -1.457
H 3.401 2.538 2.051
H 4.857 2.243 3.027
H 5.016 2.630 1.323
H 5.656 -0.951 1.452
H 6.268 0.586 0.796
H 6.212 0.324 2.533
H -3.809 0.142 0.667
H -2.142 0.155 0.043
H -3.526 -0.136 -1.047
H -3.187 -3.626 -0.750
H -3.467 -2.242 -1.805
H -1.826 -2.629 -1.242
C 0.873 -3.564 -6.275
C 1.733 -2.735 -5.340
C 1.557 -3.086 -3.865
C 0.155 -2.816 -3.305
N -0.183 -1.408 -3.338
C -0.208 -0.530 -2.352
S 0.333 -1.040 -0.782
N -0.596 0.722 -2.584
C -0.885 1.306 -3.894
C 0.389 1.617 -4.698
C 0.076 2.313 -6.025
C -0.543 1.395 -7.061
H 1.254 -3.501 -7.291
H -0.162 -3.226 -6.309
H 0.884 -4.608 -5.980
H 1.586 -1.666 -5.509
H 2.777 -2.937 -5.590
H 2.279 -2.536 -3.260
H 1.755 -4.150 -3.740
H 0.100 -3.179 -2.278
H -0.582 -3.355 -3.901
H -0.361 -1.053 -4.270
H -0.542 1.366 -1.811
H -1.432 2.231 -3.710
H -1.546 0.651 -4.466
H 0.945 0.700 -4.909
H 1.032 2.261 -4.096
H 1.017 2.703 -6.424
H -0.565 3.180 -5.859
H -0.036 0.433 -7.092
H -0.476 1.842 -8.051
H -1.605 1.229 -6.877
*
```

Here are the Mulliken charges for atoms 1 to 2, given in e: Re 1.7201; C -1.0694